An isolated molecule of C7H11ClO2. Source: the OMol25 dataset; level of theory: ωB97M-V/def2-TZVPD.

```
21
Properties=species:S:1:pos:R:3:forces:R:3
C 1.581696 -1.557847 0.336774 -0.7 -1.5 0.9
C 0.753816 -0.264954 -0.002549 0.4 -2.8 -3.0
O 1.601553 0.679271 -0.601915 0.7 1.5 0.2
C 0.091454 0.181660 1.258947 2.3 3.5 -1.8
C -0.507028 1.588135 0.997918 -1.7 -1.0 2.5
C -1.391497 1.623038 -0.241167 -0.2 2.1 1.4
C -1.396467 0.694049 -1.162623 1.4 -2.4 -0.1
Cl -2.194027 0.708617 -2.715195 -0.4 0.3 0.5
C -0.419326 -0.557123 -1.051785 0.3 0.8 -1.1
O -0.993058 -1.818259 -0.810966 -2.1 0.6 1.6
H 0.867582 -2.529958 0.439294 1.8 2.4 -0.3
H 2.027483 -1.336384 1.364741 -0.3 -0.6 -1.4
H 2.447721 -1.785678 -0.362890 -1.3 0.3 0.6
H 2.032716 0.429025 -1.446782 -0.8 -0.4 1.0
H 0.860371 0.220819 2.005578 0.2 0.2 0.7
H -0.551032 -0.583126 1.468682 -2.2 -1.7 1.0
H 0.292429 2.374878 1.057426 -0.9 -0.7 -0.4
H -1.231745 1.742990 1.918183 1.3 0.2 -1.7
H -2.018164 2.542156 -0.212036 0.3 -0.8 -0.8
H -0.193249 -0.722162 -2.127803 1.3 0.6 0.7
H -1.661228 -1.629147 -0.111833 0.4 -0.8 -0.6
```
Positions in Å, forces in eV/Å.

As for the relative energy (zero: lowest compared OMol25 entry of this formula, charge and spin): 2.6 kcal/mol. The molar mass is 162.6 Da. As for the SMILES: C[C@]1(O)CCC=C(Cl)[C@@H]1O. As for the HOMO energy: -9.53 eV.